The following is a DFT calculation (ωB97M-V with the def2-TZVPD basis set) of a structure of composition C42H37IrN5O6S3.

Computed properties:
E: -99229.328 eV
LUMO level: -2.7 eV

ORCA input file:
```
! wB97M-V def2-TZVPD RIJCOSX def2/J DEFGRID3
* xyz 1 1
H 3.2297 -0.8466 1.8167
H -1.9556 1.9286 0.5173
C -1.4220 -2.9848 -1.2310
S 0.1542 3.9518 3.3029
C -1.9272 0.9108 0.1616
H -2.1362 -11.2374 -3.5794
H -3.8064 -1.4719 -1.3293
H -1.6074 -10.6646 -5.1847
C -3.3264 2.3883 5.7625
H 2.0772 4.6396 -0.9546
C -2.4726 -10.8847 -4.5564
C 0.8536 -2.8982 -0.3492
C 5.8252 0.8062 2.4784
C 0.5831 -1.6035 0.0766
H 1.8990 4.4544 -5.9048
H 3.9096 -3.1108 1.0793
C -1.3462 5.3827 1.3945
S -0.6090 3.7566 -1.8172
O 1.5983 -0.1768 3.4512
O 0.2936 3.1287 2.0456
C -0.6821 5.4905 2.7683
H -3.9036 -5.5616 -3.0612
H 6.5512 0.6681 3.2659
C 0.8198 4.1363 -4.0743
C -0.9997 5.4025 -1.1402
C -1.7216 -1.6551 -0.7907
H -4.1492 2.0150 6.3602
C -3.2082 -6.3910 -3.1399
C 2.0314 4.6197 -2.0346
C 1.9325 4.5057 -4.8232
C -1.8987 -6.2773 -2.6696
H -0.5207 4.2729 6.0449
C -1.0507 -7.3677 -2.7964
H 0.0703 6.2817 2.7780
H -1.8107 4.3989 1.2876
C 0.3853 -0.1675 3.6275
H -3.9838 0.8387 -0.4407
H -0.0892 3.7998 -4.5630
H -2.0704 2.2368 2.6137
H -0.0497 -0.5910 4.5417
H 7.0906 0.1185 0.8701
H -3.9915 1.4187 3.9658
N -2.1872 -3.9356 -1.8627
H -2.1428 6.1285 1.3465
H 5.3321 0.4477 -0.8643
H 4.2522 1.5692 3.7793
H -1.4051 5.6822 3.5589
C -0.6670 -0.9764 -0.1828
C 5.1522 0.6826 0.1762
C -3.2395 2.0542 4.4174
C 4.5867 1.2964 2.7898
H 3.9484 5.2274 -4.7597
H -3.1525 -3.8563 -2.1249
O -0.2539 2.9079 -0.6220
C 2.9564 -2.7115 0.7611
Ir 0.8964 1.1019 1.1937
H -0.6363 6.1023 -1.8918
C -3.0491 0.2963 -0.3975
C 6.1166 0.5051 1.1424
H -0.0274 6.6697 0.2991
C -1.2199 3.3153 4.2464
H -2.0892 5.4741 -1.1043
O -0.4507 0.3404 2.7613
H 4.0352 5.3200 -2.2911
C -2.3540 3.1887 6.3512
C -1.4035 -5.0453 -2.0358
N -0.7660 0.2830 0.2541
C -1.2906 3.6545 5.5929
O 2.4860 2.0274 2.1208
C 0.8761 4.2043 -2.6885
C -2.7949 -8.6465 -3.8433
N 3.6737 1.4784 1.8172
H -2.4190 3.4404 7.4024
C 2.5949 -1.4233 1.1658
C -1.4865 -8.5505 -3.3782
H -0.8026 -9.3820 -3.4649
N -0.1938 -4.8592 -1.5561
S 2.5402 1.3343 -0.5097
C 3.0818 4.9365 -4.1790
N 1.4484 -0.8736 0.8027
C -0.2010 -3.5805 -1.0553
H 2.3309 -4.4538 -0.3476
C -0.3718 5.6344 0.2412
H -3.0754 -11.6519 -5.0287
H -0.0349 -7.2824 -2.4321
C -2.9460 -0.9835 -0.8874
C 3.1306 4.9921 -2.7879
O -3.3155 -9.7451 -4.4278
C -3.6555 -7.5578 -3.7191
H 0.4936 4.9875 0.3692
C -2.1789 2.5169 3.6493
C 3.8864 1.1585 0.5341
H -4.6689 -7.6531 -4.0873
C 2.0947 -3.4510 -0.0130
*
```

Per-atom Mulliken charges, elementary charge units: 0.71 -0.01 -0.19 -0.11 0.42 0.35 0.47 0.35 -0.56 0.33 -0.85 0.69 -0.84 -0.70 0.41 0.50 -0.46 -0.05 -0.51 -0.46 -1.06 0.24 0.44 -0.39 -1.07 0.80 0.41 -0.41 0.00 -0.60 0.27 0.43 -0.78 0.54 -0.15 -0.30 0.55 0.41 0.01 0.40 0.42 0.44 -0.08 0.62 0.50 0.47 0.53 0.33 -0.95 -0.63 -0.14 0.41 0.17 0.03 -1.19 3.29 0.54 -1.75 -0.30 0.54 0.44 0.55 -0.67 0.44 -0.57 0.24 0.08 -0.43 -0.71 0.34 0.98 0.12 0.41 -0.26 -0.44 0.40 -0.83 -0.57 -0.45 -0.15 0.75 0.60 0.24 0.24 0.46 -0.72 -0.84 -0.46 -0.86 -0.53 0.05 0.84 0.42 -0.59

The following is a DFT calculation (ωB97M-V with the def2-TZVPD basis set) of a structure of composition C42H37N3O2P2STi.

Computed properties:
E: -105236.355 eV
LUMO level: -6.9 eV

ORCA input file:
```
! wB97M-V def2-TZVPD RIJCOSX def2/J DEFGRID3
* xyz 2 1
C 1.6005 5.1191 -1.3669
H 0.9882 -3.9631 -3.8989
H -0.2793 2.6363 -2.5999
C -0.9999 0.6564 -2.1682
O 1.6750 -0.6894 -3.5546
C -1.1197 1.9539 -2.6264
H 3.7893 -1.1569 2.6375
C -2.0486 1.4492 0.8616
C 0.8367 -2.9437 2.3109
H 3.4535 2.6467 0.9507
C -3.8396 2.9635 1.3525
C 1.2365 1.9676 2.8555
C -2.3518 2.3701 -3.1165
C 1.0639 -5.0181 -0.1778
C -2.0670 -0.2252 -2.1879
C -4.7678 1.9781 -3.6961
H 0.2651 -2.3783 -2.1707
H -1.7225 0.4656 0.5395
H -0.8497 4.4650 1.8741
N 0.9969 -0.4601 2.3647
N 2.3510 -0.1993 -1.1737
H 6.8715 -0.7956 -0.3373
H 1.0789 -5.3286 0.8602
C -1.5626 3.6914 1.6118
C 5.4735 -1.0156 1.2742
C -2.4770 -3.3215 -0.0397
C 1.0049 -4.2597 -2.8589
C -3.8586 -3.3110 0.0799
C 0.8723 -1.6609 3.0765
H 0.2720 -3.7192 2.8288
H -4.4600 -3.9005 -0.5992
H -1.9467 -1.2386 -1.8205
C 2.9855 5.1413 -1.2818
H 1.8424 -3.3295 2.1116
H -3.2612 4.9241 2.0163
C 0.6260 -3.7434 -0.5384
C 5.8276 -0.7620 -0.0529
C 3.6474 4.2477 -0.4485
C -3.6933 -1.8111 1.9587
C -3.2887 0.2175 -2.6652
Ti 1.1767 -0.3192 0.4026
H -2.0060 -3.9204 -0.8098
H 1.8107 -6.8941 -0.8835
H 0.7092 2.6985 3.4697
H 1.0858 5.8203 -2.0105
H -4.1213 0.9420 0.6821
C -1.7033 -2.5764 0.8492
H -4.8991 3.1739 1.4158
H 1.7653 -6.2222 -3.2599
N 3.2138 -0.7069 0.7039
H -2.4565 3.3833 -3.4847
H 3.5513 5.8590 -1.8604
C 4.1443 -0.9768 1.6301
P 0.0873 -2.5564 0.6922
H 4.7266 4.2701 -0.3764
C 0.8691 4.2075 -0.6196
H -1.7184 -1.2171 2.5332
H -0.2113 4.1976 -0.6887
C -4.4648 -2.5601 1.0772
H -4.1304 -0.4644 -2.6782
C -3.4071 1.7128 0.9413
H -4.8808 1.6471 -4.7301
C 2.9237 3.3356 0.2999
C 0.5971 -3.3674 -1.8824
H 6.2265 -1.2418 2.0144
S 1.6926 0.3529 -2.5730
C 0.8564 0.0250 4.5612
C 1.0078 0.5607 3.3171
C 4.8721 -0.4656 -1.0146
C 1.5286 3.3174 0.2258
C 0.7655 -1.3926 4.4080
H 0.8132 0.5720 5.4896
H 5.1281 -0.2668 -2.0451
C 1.4436 -5.5260 -2.4968
H -5.6004 1.5657 -3.1269
O 0.2142 0.1934 -1.6199
H -4.1683 -1.2299 2.7380
C -3.4500 1.5198 -3.1413
C 1.4723 -5.9049 -1.1605
C 3.5601 -0.4487 -0.5784
H -4.8481 3.0635 -3.6855
C -2.9186 3.9513 1.6905
C -2.3132 -1.8096 1.8461
H 0.6285 -2.1156 5.1963
C -1.1225 2.4347 1.1868
P 0.6301 2.0466 1.1324
H 2.2971 2.2329 2.8649
H -5.5425 -2.5632 1.1731
*
```

Per-atom Mulliken charges, elementary charge units: -0.68 0.51 0.51 0.11 -0.49 -0.71 0.48 -0.11 -0.87 0.23 -0.90 -1.04 -1.04 -0.90 0.20 -1.65 0.16 0.39 0.57 3.14 0.70 0.48 0.46 -0.45 -1.01 -0.36 -0.89 -0.83 -0.76 0.58 0.49 0.34 -0.62 0.52 0.47 0.12 -0.28 -0.86 -0.67 -1.12 -2.06 0.51 0.46 0.75 0.46 0.61 0.82 0.46 0.43 0.33 0.41 0.44 -0.09 1.84 0.47 -0.80 0.09 0.52 -0.69 0.46 -1.08 0.32 -0.71 0.49 0.49 0.15 -1.21 -0.39 -1.24 1.28 -1.14 0.58 0.58 -0.62 0.39 0.76 0.52 0.82 -0.82 0.52 0.41 -0.93 -0.48 0.61 0.36 1.68 0.53 0.45

The following is a DFT calculation (ωB97M-V with the def2-TZVPD basis set) of a structure of composition C42H37N6OPS3Ti.

Computed properties:
E: -120040.194 eV
LUMO level: -6.5 eV

ORCA input file:
```
! wB97M-V def2-TZVPD RIJCOSX def2/J DEFGRID3
* xyz 2 1
C -2.0605 -3.3280 1.4479
C -2.1634 -0.8151 -1.7116
C 0.5787 -2.8073 -4.1034
C -4.3861 -1.6502 -2.0923
H 3.2731 2.8092 -0.8637
H 1.7757 -0.5615 -1.2406
C -1.0149 3.6976 -2.2785
C 5.0529 1.6527 -0.6455
N -0.8432 -0.9993 -1.1762
H 5.6687 2.4014 -1.1266
C 2.3550 -1.7188 -2.9265
C 0.6972 2.6396 -3.5826
H 0.2385 -3.4311 -4.9203
H -1.0459 3.2366 -0.2041
C -3.1439 2.6088 1.7028
H 2.6455 -2.9236 -4.6795
H 5.2611 -1.3253 0.9200
H 3.4044 -1.4734 -2.8104
P 1.0931 1.3609 0.3111
H -2.0844 2.0351 4.9898
C -4.7099 -0.4711 -2.7487
C -0.5416 3.0617 -1.1419
C 1.9176 3.0752 3.8950
C 4.8161 -0.4349 0.4911
H 1.8588 -3.0887 -0.5715
S -3.2843 -0.0444 4.6587
C -3.3894 0.4838 0.6104
H -2.0183 -5.8485 0.4981
C -1.1504 -5.2671 0.2180
C -2.2032 1.1023 5.5364
C 1.4275 -1.2015 -2.0318
H -0.1394 -6.8609 -0.8151
C 5.6178 0.4853 -0.1616
C 1.4092 4.8912 2.4056
H 1.1861 2.4690 -4.5333
H -2.6942 1.2945 6.4886
H -1.8682 4.3600 -2.2037
C -1.9976 1.9121 1.5500
H -2.8700 -3.9086 1.8778
H -3.9956 1.4232 -3.4555
C 1.6744 2.1723 2.8735
C -2.2614 -0.7103 3.4230
N 1.5053 -1.3702 1.6471
N -0.0130 -3.1508 0.2819
C -1.0578 -3.9415 0.5976
H 2.0540 1.3798 -2.5353
C -3.7480 0.5159 -2.9183
C -3.1099 -1.8260 -1.5734
H 1.8598 -5.4291 -1.2995
C 0.9983 -5.0387 -0.7761
H 2.2234 2.7160 4.8692
H 1.9614 5.1428 4.4634
C 0.5744 2.2213 -1.2065
H -5.1245 -2.4354 -1.9888
H -5.7060 -0.3302 -3.1481
C 1.1703 3.9909 1.3776
C -0.3991 3.4850 -3.5041
C 1.0030 -3.7113 -0.3665
H -1.7040 1.0982 -2.5558
H 6.6795 0.3045 -0.2619
H 1.3193 5.9529 2.2165
H -3.7605 -0.4165 0.1563
C 1.9334 -2.5259 -3.9681
N -2.1268 0.6893 0.9131
C 1.2836 2.6211 1.6112
C -0.1004 -5.8264 -0.5011
H 0.9091 4.3680 0.3976
N -2.8173 -1.5972 2.6646
C 1.7745 4.4366 3.6650
O 1.2674 -2.4156 2.5452
C 0.0721 -1.4799 -2.1553
H 0.6187 -2.0086 3.1647
Ti -0.4147 -0.9190 0.6906
H -1.0331 2.2292 1.9061
H -2.8388 -2.7477 -1.0787
C 2.7586 -1.2296 1.4380
H 1.8062 1.1142 3.0648
C 1.1877 2.0176 -2.4430
C 3.4397 -0.2301 0.6264
S -4.4563 1.7118 1.0671
C -2.4666 0.3423 -2.4151
H -1.2331 0.6543 5.7299
N -1.9230 -2.0927 1.7387
H -3.2716 3.5759 2.1619
C 3.6886 1.8774 -0.5028
H 3.3983 -1.9162 1.9880
C 2.8595 0.9380 0.0962
S -0.6126 -0.2024 3.1960
H -0.7678 3.9808 -4.3928
C -0.3502 -2.2968 -3.2120
H -1.3963 -2.5288 -3.3442
*
```

Per-atom Mulliken charges, elementary charge units: -0.47 -1.22 -0.90 -0.58 0.58 -0.76 -0.98 -0.89 1.90 0.49 -0.44 -0.98 0.48 0.44 -0.22 0.48 0.51 0.58 1.66 0.24 -0.98 -0.73 -1.15 -0.73 0.46 0.04 -0.49 0.60 -1.09 -0.76 0.13 0.47 -0.93 -0.89 0.50 0.45 0.51 -1.74 0.45 0.51 -0.12 0.66 0.95 0.99 0.67 0.29 -0.81 0.28 0.53 -1.09 0.51 0.44 1.01 0.47 0.44 -0.56 -0.94 0.06 0.24 0.47 0.48 0.02 -1.13 1.49 1.04 -0.70 0.47 -1.80 -0.61 -0.52 0.35 0.40 -0.56 0.64 0.22 -1.22 0.42 -0.64 1.01 -0.18 0.44 0.27 1.59 0.55 -0.48 0.52 0.56 -0.41 0.46 -0.25 0.56

The following is a DFT calculation (ωB97M-V with the def2-TZVPD basis set) of a cluster of 6 separate species, C42H38FNO4S in total.

Computed properties:
E: -67398.718 eV
LUMO level: -1.7 eV

ORCA input file:
```
! wB97M-V def2-TZVPD RIJCOSX def2/J DEFGRID3
* xyz 0 1
H -6.7960 4.2089 -4.4944
C 3.0249 0.8899 -0.7582
O -1.4029 0.9066 -2.8976
O -0.6455 -2.7898 -4.2171
C 0.2113 3.5165 0.2041
H 4.4550 -5.6655 -0.1718
H 0.4258 3.1431 -0.7904
C -1.7046 0.3757 7.0644
H -4.9868 5.8754 -4.7545
H 5.2347 3.4515 -1.7895
C -0.4610 0.2917 -2.4815
C 2.8412 2.4582 -2.8091
H -5.4666 -4.6393 3.5438
H -0.7883 1.7389 5.6807
H -2.0847 -2.0024 4.0427
C 3.6123 1.9227 -1.6598
F -1.8809 -3.7782 -2.3143
H -0.2596 2.3993 3.3694
C -2.4218 -1.7305 6.1465
H 0.8583 2.2753 -3.9717
H 7.1699 1.8643 -2.3422
C 0.1290 -1.7377 -1.0100
H -5.6283 -2.0237 0.1539
H 5.2549 2.5275 -0.2540
H -2.5769 -5.0211 0.4034
C -1.9748 -1.3367 4.8912
H 0.0799 -2.8334 -0.7729
H 3.2869 3.2284 -3.4908
C 7.2704 -3.0487 -0.5544
H 0.1321 5.5799 -0.3891
H 6.7935 -6.2801 0.3494
C 5.9559 -2.7010 -0.8426
C -0.5402 -1.2389 -2.0882
H -2.1259 2.9712 -3.4380
H -3.9302 1.3004 -3.1932
H -0.5557 4.8196 3.7652
H 5.7203 -1.6974 -1.1780
H -2.6499 5.2555 -4.2298
C 0.0462 4.8797 0.4341
H -3.6574 -3.1587 -0.8144
C 1.0061 -0.7362 -0.1655
C 1.7026 0.3756 -1.0168
H -0.3481 6.4109 1.8859
C -5.1592 -2.8434 0.6856
C 5.2446 -4.9300 -0.2761
H 3.6528 0.5288 0.0867
C 7.5716 -4.3346 -0.1214
C 0.9438 0.9311 -2.2371
C -4.7554 4.8734 -4.4115
H -2.8752 -2.7063 6.2784
H 3.9164 -3.3701 -0.9215
O -2.6969 -1.7545 -3.6812
C 0.1016 2.6252 1.2661
C -3.9547 -4.9452 2.0494
C 1.4832 1.9499 -3.1121
H -6.2657 1.9173 -3.7278
C -4.0501 -3.4802 0.1415
C -1.2494 0.7660 5.8109
C 6.1536 1.4938 -2.0468
C 5.0699 2.4190 -1.3601
H -2.6405 -1.1802 8.2111
C -3.4457 -4.5280 0.8254
C -3.1461 3.2406 -3.6731
H -6.5294 -2.7597 2.3368
C -2.2887 -0.8739 7.2327
O 1.0860 -0.8195 1.0311
C -0.3378 4.4558 2.7674
C -5.6660 -3.2580 1.9111
H 0.2310 1.5640 1.0933
H 8.5960 -4.6037 0.1084
C -5.7717 3.9366 -4.2675
N 5.8321 0.2642 -2.2296
H 6.6387 -0.2093 -2.6707
H -3.4846 -5.7641 2.5818
S -1.5274 -2.4014 -3.1197
C -5.0670 -4.3119 2.5911
C -0.1726 3.0970 2.5447
C 4.9425 -3.6417 -0.7003
C 6.5586 -5.2761 0.0154
H -1.0328 0.2160 3.7455
C -5.4738 2.6501 -3.8336
C -0.2252 5.3481 1.7127
H 8.0618 -2.3157 -0.6666
C -4.1619 2.3024 -3.5344
H -1.6030 1.0449 7.9108
C -3.4430 4.5247 -4.1158
C -1.3857 -0.0890 4.7240
*
```

Per-atom Mulliken charges, elementary charge units: 0.35 -0.76 -0.40 -0.61 0.24 0.36 0.20 -0.46 0.35 0.37 -0.24 -0.75 0.39 0.33 0.48 0.99 -0.21 0.20 -0.39 0.46 0.38 -0.66 0.40 0.36 0.36 -0.59 0.46 0.35 -0.41 0.38 0.35 0.13 0.23 0.34 0.36 0.37 0.31 0.36 -0.74 0.37 0.17 0.73 0.37 -0.59 -0.39 0.39 -0.37 0.32 -0.35 0.36 0.43 -0.54 -0.27 -0.44 -0.30 0.36 -0.09 -0.28 -0.07 -1.25 0.36 -0.35 0.01 0.38 -0.40 -0.59 -0.44 -0.35 0.25 0.36 -0.42 -0.48 0.22 0.37 1.37 -0.46 -0.24 -0.64 -0.42 0.27 -0.41 -0.34 0.36 -0.37 0.35 -0.57 0.00

The following is a DFT calculation (ωB97M-V with the def2-TZVPD basis set) of a structure of composition C42H38N7O2PTa.

Computed properties:
E: -69512.347 eV
LUMO level (alpha / beta): -9.7 / -9.7 eV

ORCA input file:
```
! wB97M-V def2-TZVPD RIJCOSX def2/J DEFGRID3
* xyz 3 1
H -3.0000 -2.2459 4.0300
C -1.3214 -0.5462 -3.7546
C -1.4726 -0.8690 -5.1255
C 1.4311 -3.6600 -1.0557
C 1.4016 2.6063 -2.8601
C -4.0770 4.0877 -2.3926
C -3.1136 2.5197 -0.2908
H -3.6391 -0.3762 0.1444
C -0.7888 1.1354 2.9225
C -2.8829 -1.8092 3.0321
C -1.3862 -1.6801 -2.7507
C -0.6858 -3.5458 3.8435
H 2.5766 -3.4829 1.7796
H -2.6291 3.1127 -3.6098
C 0.4801 -3.9989 4.4209
C 4.8851 -4.2259 -2.5152
H 2.7596 3.6817 -4.1658
H -1.6040 -3.4738 4.4708
H 0.4695 -4.1357 -1.0488
H 5.0209 0.0818 -0.3404
H 4.9732 -2.0151 -1.0565
C -3.8062 -1.0703 2.2979
H 4.2405 2.5437 0.3485
H -4.6605 -0.5226 2.6693
H 1.0361 5.8447 -0.7793
C -3.0026 3.2197 -2.5810
H -1.5421 -0.0929 -7.1888
H 1.5073 1.6359 -3.3614
H -0.8534 2.2265 -6.5140
C 3.7965 -3.6510 -1.6722
H -2.7367 1.8369 0.4961
H 4.5477 -4.6675 -3.4424
C -1.0098 0.7705 -3.3676
N 1.7166 0.3727 0.2311
C 0.2199 3.9215 -1.1236
C 1.0868 4.9873 -1.4062
C 2.8020 -1.7487 -0.4541
C 3.9314 -2.4466 -1.0159
C -0.6182 3.0974 4.3251
C -0.6805 -2.8804 2.5585
C 0.5355 -2.8803 1.8297
C -4.1719 3.4081 -0.0676
H 0.3143 3.1982 4.9608
H -2.0628 0.0433 4.9263
H 5.5398 -3.3603 -2.7349
N -0.9664 1.6567 4.1006
C -0.9793 1.4156 -5.7659
H -0.5627 4.0065 -0.3354
H -0.5323 -4.7003 6.1748
C 0.3515 2.7430 -1.8979
H -4.4953 4.5917 -3.2584
Ta -0.3531 -0.6019 0.0812
N 2.8663 -0.4048 -0.0778
H -4.6722 3.5007 0.8863
H -1.5971 1.2658 6.1654
C -4.6297 4.1932 -1.1187
H 5.5104 -4.9467 -1.9058
N 0.6219 -2.1584 0.6510
H 2.6527 -4.1883 4.1802
C 1.7184 -3.8677 3.7368
C -3.2100 -0.9009 1.0194
C 2.1679 3.7234 -3.2008
N -1.9878 -1.4857 1.0374
H -1.7504 -1.8863 -5.3629
C 1.6152 -2.5119 -0.3012
C -0.8425 1.6969 -4.4144
O -1.7926 -2.7914 -3.0154
C 1.9566 4.8919 -2.4908
C 1.6841 -3.4177 2.4217
H 1.5578 2.4103 0.8658
H 1.0844 -4.0019 6.4709
H 2.6351 5.6870 -2.7090
H -5.3888 4.9429 -0.9830
O -0.9998 -1.4128 -1.4858
C 0.4931 -4.6139 5.7611
C 2.4947 -4.2182 -1.7320
H -0.5457 2.7182 -4.2004
H -0.4460 0.0956 5.5278
C -1.3699 0.1236 -6.1127
N -1.7679 -2.0320 2.2423
H -1.4576 3.6374 4.8294
H 2.3848 -5.1446 -2.2860
C -1.2859 0.7482 5.2398
C 3.9640 0.4036 -0.0439
C -2.4883 2.5082 -1.5078
C 3.5991 1.6730 0.3503
H 0.9788 -5.5874 5.7570
C 2.2225 1.6256 0.5636
H -0.3397 3.5437 3.3589
N -0.6639 0.5939 1.8769
P -0.9616 1.5299 -1.7039
*
```

Per-atom Mulliken charges, elementary charge units: 0.45 0.49 -0.86 -0.56 -0.49 -0.81 0.39 0.58 0.24 -0.08 -0.21 -1.21 0.40 0.38 0.68 -1.38 0.39 0.12 0.65 0.32 0.24 -1.31 0.50 0.45 0.52 -0.42 0.40 0.65 0.45 0.38 0.17 0.42 0.99 -0.25 -0.79 -0.62 1.84 -1.01 -0.88 0.51 1.40 -1.00 0.35 0.27 0.37 0.03 -0.91 0.44 0.35 0.94 0.48 1.75 0.59 0.48 0.34 -0.70 0.29 1.11 0.48 -1.15 -0.18 -0.82 -0.38 0.54 -1.02 -1.08 -0.56 -0.74 -0.38 0.60 0.36 0.43 0.43 -0.56 -1.56 -1.03 0.68 0.33 -0.77 0.42 0.34 0.47 -0.80 0.09 0.31 -1.39 0.39 -0.47 0.30 -0.01 1.44

In order of appearance, molecular weight = 996.21 757.66 816.84 671.83 884.74 g/mol.
In order of appearance, maximum force = 2.2 0.7 0.7 5.3 3.1 eV/Å.